Record 1
This record from the OMol25 dataset describes an isolated molecule of C5H7FS2. The level of theory is ωB97M-V with the def2-TZVPD basis set.

```
15
Properties=species:S:1:pos:R:3
C -2.213 -0.023 -0.333
S -0.012 1.681 -0.138
S -1.361 -1.578 0.030
F 3.012 -0.865 -0.017
H -2.265 2.042 0.302
C -1.661 1.153 0.447
C 2.343 0.348 0.037
H 2.671 0.860 0.970
H -1.622 0.957 1.519
H 0.984 -1.917 0.190
C 0.851 0.142 -0.016
H -2.175 0.164 -1.403
H 2.656 0.955 -0.837
H -3.243 -0.199 -0.029
C 0.322 -1.077 0.059
```

Calculated values
LUMO   0.68 eV
HOMO-LUMO gap   8.60 eV
Spin multiplicity   1
DFT total energy   -29685.9620 eV

Record 2
This record from the OMol25 dataset describes an isolated molecule of C4H7NO. The level of theory is ωB97M-V with the def2-TZVPD basis set.

```
13
Properties=species:S:1:pos:R:3
H 0.765 -0.185 -1.714
O -1.038 2.828 0.114
C -0.772 1.688 -0.205
H -0.828 -1.668 1.441
H -1.175 -1.711 -0.312
C 0.179 0.850 0.535
H -1.138 1.234 -1.147
C 1.085 0.093 -0.684
H 0.459 1.261 1.524
C -0.379 -1.671 0.443
H 2.122 0.400 -0.625
H 0.271 -2.545 0.343
N 0.458 -0.517 0.380
```

Calculated values
LUMO   0.90 eV
HOMO-LUMO gap   9.90 eV
Spin multiplicity   1
DFT total energy   -7796.1950 eV

Record 3
This record from the OMol25 dataset describes a cluster of 10 separate species, C16H54N18O10 in total. The level of theory is ωB97M-V with the def2-TZVPD basis set.

```
98
Properties=species:S:1:pos:R:3
H -3.299 -1.253 -4.987
N 1.851 0.051 0.635
N -3.143 -1.170 -3.990
H 2.020 -1.312 4.414
H 2.716 -2.471 2.344
H 5.595 -0.916 -3.249
H 4.893 0.133 3.776
H 7.247 -0.385 0.874
N 1.702 4.379 -0.430
H -0.040 3.211 3.476
C -4.316 -1.511 2.052
H -0.860 6.170 -1.036
N -5.387 -1.902 1.306
O -6.129 -1.829 -1.830
H -1.346 0.893 4.143
H -1.688 2.240 -1.150
H 2.454 5.024 -0.598
H -5.396 -1.756 0.309
H 3.508 -3.689 3.164
H 1.431 -0.311 5.677
H 3.399 -0.421 -3.240
N -0.186 -1.135 -2.685
H -3.084 2.374 0.954
H 0.124 3.520 1.811
C -4.122 -1.953 -3.205
H -7.980 -0.722 -2.025
O 4.218 -1.831 3.590
C -3.451 -2.630 -2.004
C 4.575 -0.061 -1.656
N 3.460 0.112 -2.390
H -1.237 0.166 -0.103
H 2.745 0.241 0.215
H -3.312 -0.177 -3.740
H -4.166 -3.200 -1.411
N -0.824 -2.770 -4.083
N 6.727 0.084 1.610
H -0.055 2.002 -2.782
C -1.688 2.700 2.423
C 3.728 -2.753 2.647
H -1.768 -2.331 -4.085
H -0.481 2.125 -4.474
H -4.846 -0.219 -2.273
N -0.668 0.348 4.655
O 1.190 -2.929 -3.002
H -2.652 -0.438 1.965
H -3.665 -0.301 0.535
H -6.008 -2.618 1.634
H 1.979 3.425 -0.250
N 5.627 -0.628 -2.289
H 1.723 -0.606 1.384
O -4.130 -1.859 3.215
H 0.835 6.577 -0.656
H 4.250 -0.284 2.233
N -0.752 2.005 -3.515
C 0.424 4.632 -0.834
H -3.177 1.583 -1.536
C 0.161 -0.580 4.119
O 4.627 0.308 -0.470
H -5.933 -0.864 -3.616
H -0.398 0.715 5.551
H -2.915 -1.930 -1.358
N 0.097 5.927 -0.853
N -0.372 0.012 0.386
H 7.159 -1.741 4.435
H 7.245 -0.027 4.261
H 2.666 0.609 -2.005
H 0.486 -0.675 -2.091
C 0.795 0.421 -0.107
N -2.255 1.811 -1.864
O -0.040 -1.040 2.990
H -4.502 -2.718 -3.888
H 5.882 0.338 1.084
N 1.225 -0.911 4.900
N -0.435 3.138 2.555
H -6.712 -0.255 -0.813
H 4.292 -3.015 1.751
H 6.394 -1.954 2.109
N -3.420 -0.754 1.396
H -1.607 3.138 0.442
H -0.744 -3.652 -4.555
C 6.268 -0.962 2.556
O -2.925 1.520 -4.016
H -7.812 -1.709 -0.639
O 0.876 1.107 -1.160
H 6.496 -0.648 -1.788
O -2.438 2.480 3.382
H -1.043 -0.721 -3.009
C 7.315 -0.956 3.691
C -2.019 1.756 -3.199
N -2.127 2.612 1.137
C 0.139 -2.321 -3.228
H -2.703 -3.371 -2.285
C -5.310 -1.090 -2.750
H 8.294 -1.055 3.225
H -0.447 -0.543 1.233
C -7.234 -1.076 -1.309
O -0.437 3.740 -0.795
C 4.846 -0.690 3.059
```

Calculated values
LUMO   0.03 eV
HOMO-LUMO gap   8.95 eV
Spin multiplicity   1
DFT total energy   -64772.8555 eV

Record 4
This record from the OMol25 dataset describes a structure of composition C8H14F10InN3O16S7. The level of theory is ωB97M-V with the def2-TZVPD basis set.

```
59
Properties=species:S:1:pos:R:3
H 22.616 -6.822 15.783
O 23.298 -0.606 17.406
O 27.450 -2.103 11.133
S 21.895 -2.269 15.780
H 24.332 -8.099 16.331
C 25.837 -6.702 15.929
H 26.640 -7.099 16.555
O 28.681 -3.772 15.081
H 20.008 0.657 12.699
F 22.222 -3.041 18.287
N 23.568 -2.448 15.675
O 21.450 -3.019 14.614
H 20.801 -0.752 10.997
O 23.261 -7.840 10.973
O 28.614 -1.190 13.138
H 26.927 -5.147 16.070
F 25.209 -2.649 18.259
O 21.299 -0.939 15.749
S 27.551 -1.951 12.543
C 24.445 -7.015 16.440
O 23.743 -1.766 12.608
F 27.866 -5.549 13.781
H 21.459 1.861 11.330
H 22.270 2.308 12.849
F 20.152 -2.797 17.754
C 23.447 0.868 11.894
S 28.263 -3.961 13.732
H 24.220 -6.864 17.499
S 24.172 -1.109 16.365
F 21.464 -3.776 11.012
C 22.083 1.496 12.146
N 26.882 -3.341 13.346
S 21.394 -5.386 11.116
C 25.654 -1.776 17.361
S 23.082 -0.916 11.623
O 21.701 -5.832 9.795
O 29.246 -4.096 12.669
O 21.041 -7.989 12.160
O 26.012 -5.285 15.803
In 24.369 -4.353 13.798
F 26.414 -2.523 16.528
O 20.020 -5.488 11.533
H 26.060 -7.228 14.995
H 20.972 -1.722 12.477
O 23.455 -6.360 15.680
H 23.981 1.119 10.979
F 26.227 -1.132 12.917
O 24.668 -0.107 15.474
C 21.294 -0.816 11.966
H 21.412 0.343 13.821
S 22.314 -7.352 11.936
F 21.247 -4.516 17.045
N 22.442 -5.683 12.259
C 21.325 -3.231 17.339
F 26.266 -0.832 18.045
C 21.074 0.468 12.794
F 23.117 -7.781 13.261
O 23.375 -1.127 10.218
H 24.197 1.003 12.674
```

Calculated values
LUMO   -6.99 eV
HOMO-LUMO gap   3.95 eV
Spin multiplicity   1
DFT total energy   -153936.3381 eV

Record 5
This record from the OMol25 dataset describes a structure of composition C37H50ClIrN2. The level of theory is ωB97M-V with the def2-TZVPD basis set.

```
91
Properties=species:S:1:pos:R:3
H -5.894 -0.679 -3.395
C -2.714 2.812 -2.093
C 3.801 -2.926 1.368
C -2.325 -0.523 -0.193
H -2.746 3.522 2.990
C -2.056 -0.641 -3.649
H 5.685 -2.510 -1.191
C -1.596 -1.469 3.326
H -3.421 3.230 -2.817
C -2.553 1.011 4.180
H -3.257 2.464 -1.214
H -1.599 4.136 1.796
C 1.987 1.620 -3.052
C 2.198 0.019 1.221
C 3.029 2.069 -2.008
C -1.882 1.682 -2.716
H 1.620 -3.996 0.073
H 1.049 -2.495 2.665
H -2.371 -1.331 0.527
C -2.713 0.480 -3.138
C 3.196 -0.225 -0.822
H 1.580 -2.902 -1.321
C 3.777 0.816 -1.602
C 1.866 -2.987 -0.270
H -1.611 -3.522 3.720
H 1.256 -2.281 0.289
C 0.422 -3.013 3.388
C -2.613 -1.371 4.273
H 3.870 -3.527 -0.651
C -3.102 -0.148 4.698
C -4.150 -1.775 -3.989
H -4.704 -2.649 -4.308
H -2.042 3.617 -1.784
H -0.638 3.131 -3.760
H -2.397 -3.439 1.424
H -3.018 -2.285 4.694
C -1.058 -2.867 3.038
C 2.442 2.886 -0.855
H 3.219 0.099 1.597
C 5.163 -1.563 -1.288
H 2.093 3.853 -1.226
H -3.897 -0.101 5.432
C 1.164 -0.074 2.160
H 0.327 3.869 3.379
C -2.060 3.226 2.191
H -2.721 -0.877 -1.138
H 3.204 3.070 -0.093
H -2.640 2.756 1.396
C 3.362 -2.738 -0.087
H -0.865 -2.754 0.870
H 3.588 -3.948 1.693
N 1.972 -0.040 -0.099
C 5.051 0.651 -2.131
C -0.777 1.334 -1.717
H -0.722 3.210 4.642
H -1.997 2.515 -4.721
H -0.973 -0.652 -3.662
H 0.689 2.295 4.101
H 1.459 0.770 -2.639
C 5.764 -0.521 -1.961
C -4.101 0.449 -3.065
H -2.923 1.974 4.513
H 1.402 0.007 3.219
C 3.893 -1.452 -0.719
H 5.480 1.469 -2.701
Cl -3.743 0.534 0.425
C -1.550 0.966 3.219
C -1.082 -0.283 2.778
C -1.327 -3.389 1.628
H 3.274 -2.247 2.036
C -1.227 2.241 -3.995
C -0.978 2.274 2.694
H 2.485 1.295 -3.969
H 3.755 2.717 -2.509
H 4.874 -2.747 1.475
Ir -0.447 0.200 -0.288
H -0.568 1.506 -4.463
C -0.118 2.950 3.767
H 6.760 -0.631 -2.374
H -0.040 2.158 -1.778
H 0.706 -4.069 3.376
H -0.912 -4.396 1.523
H 1.606 2.385 -0.375
N -0.078 -0.314 1.764
H -0.343 2.044 1.840
H 0.637 -2.611 4.381
H 1.283 2.417 -3.308
H -2.226 -2.618 -4.446
C -4.814 -0.670 -3.483
C -2.761 -1.754 -4.070
H -4.639 1.284 -2.639
```

Calculated values
Net charge   -1
⟨S²⟩   0.79
LUMO (alpha / beta)   2.76 / 2.52 eV
HOMO-LUMO gap (alpha / beta)   6.30 / 6.53 eV
Spin multiplicity   2
DFT total energy   -57522.4465 eV

Record 6
This record from the OMol25 dataset describes an isolated molecule of C4H6O2. The level of theory is ωB97M-V with the def2-TZVPD basis set.

```
12
Properties=species:S:1:pos:R:3
C -1.121 -0.882 0.392
C 1.089 -0.629 -0.101
H 2.065 -0.824 0.342
C -0.901 0.589 -0.261
H -1.060 0.735 -1.348
O -2.096 -1.453 0.806
O 0.118 -1.419 0.586
H -1.607 1.240 0.253
H 0.734 1.221 1.043
H 1.086 -0.982 -1.142
C 0.584 0.836 0.026
H 1.081 1.565 -0.636
```

Calculated values
LUMO   0.89 eV
HOMO-LUMO gap   11.24 eV
Spin multiplicity   1
DFT total energy   -8340.1151 eV

| no. | strongest force on any atom (hartree/bohr) |
| --- | --- |
| 1 | 0.014 |
| 2 | 0.021 |
| 3 | 0.059 |
| 4 | 0.166 |
| 5 | 0.019 |
| 6 | 0.029 |